A cluster of 8 separate species, C16H27N7OS in total at a distorted geometry, computed with ωB97M-V/def2-TZVPD.

Last column: natural (NBO) charge in e.
CARTESIAN COORDINATES (ANGSTROEM)
C1 31.532 -3.581 -28.860  -0.7181
C2 32.892 -3.231 -29.291  0.2850
N1 33.967 -3.017 -29.604  -0.3304
H1 31.515 -4.258 -28.006  0.2505
H2 31.081 -4.126 -29.690  0.2581
H3 30.961 -2.679 -28.640  0.2545
C3 26.253 -2.376 -33.988  -0.7250
C4 25.052 -1.671 -33.555  0.2855
N2 24.190 -0.976 -33.212  -0.3331
H4 26.931 -1.647 -34.431  0.2579
H5 26.091 -3.243 -34.630  0.2583
H6 26.601 -2.831 -33.061  0.2561
C5 33.120 -11.089 -28.216  -0.7289
C6 32.263 -10.872 -29.343  0.2821
N3 31.639 -10.670 -30.282  -0.3251
H7 32.823 -11.953 -27.622  0.2558
H8 33.239 -10.160 -27.658  0.2572
H9 34.123 -11.247 -28.614  0.2593
C7 29.638 -6.688 -34.841  -0.7336
C8 28.325 -7.064 -35.370  0.2867
N4 27.306 -7.462 -35.757  -0.3279
H10 29.449 -6.352 -33.822  0.2581
H11 30.211 -5.948 -35.401  0.2551
H12 30.331 -7.509 -34.659  0.2616
C9 27.572 -4.500 -21.018  -0.7282
C10 28.044 -5.079 -19.797  0.2794
N5 28.391 -5.544 -18.822  -0.3227
H13 27.581 -5.300 -21.758  0.2568
H14 28.310 -3.795 -21.402  0.2532
H15 26.673 -3.934 -20.777  0.2616
C11 26.146 -1.071 -27.658  -0.7177
C12 26.729 0.032 -28.485  0.2831
N6 27.205 0.847 -29.115  -0.3316
H16 25.168 -0.698 -27.354  0.2569
H17 26.829 -1.479 -26.912  0.2526
H18 25.850 -1.833 -28.378  0.2565
C13 27.037 -15.351 -27.503  -0.7123
C14 26.448 -14.669 -28.712  0.2818
N7 25.907 -14.196 -29.631  -0.3285
H19 27.970 -15.825 -27.808  0.2539
H20 26.361 -15.982 -26.926  0.2585
H21 27.304 -14.556 -26.808  0.2469
C15 27.438 -8.266 -27.747  -0.8214
S1 26.485 -7.185 -28.897  1.1713
O1 27.402 -6.244 -29.708  -0.9569
C16 25.939 -8.565 -30.072  -0.8013
H22 27.460 -7.741 -26.792  0.2246
H23 28.478 -8.414 -28.038  0.2433
H24 26.938 -9.213 -27.544  0.2369
H25 25.278 -9.263 -29.558  0.2250
H26 26.738 -9.154 -30.522  0.2382
H27 25.259 -8.189 -30.837  0.2406

## Properties
**Energy relative to the best compared isomer or geometry (same formula, charge and spin)**: 0.471 eV
**HOMO energy**: -9.433 eV

=====

An isolated molecule of C16H27NO4Si at a distorted geometry, computed with ωB97M-V/def2-TZVPD.

Last column: natural (NBO) charge in e.
CARTESIAN COORDINATES (ANGSTROEM)
O1 2.750 0.886 -0.505  -0.7323
O2 2.525 -1.871 4.102  -0.7431
O3 3.114 0.029 2.157  -0.7194
O4 0.444 -3.810 3.508  -0.7100
C1 -3.477 -0.485 -0.534  -0.1862
C2 -2.447 -1.440 -0.529  -0.2142
C3 -3.108 0.835 -0.745  -0.2091
C4 -0.874 0.182 -1.254  -0.1539
C5 -1.173 -1.134 -0.989  -0.0609
C6 -1.822 1.150 -1.102  -0.4593
N1 0.884 -2.329 0.059  -0.4401
C7 -0.100 -2.190 -1.099  -0.2387
C8 0.232 -3.008 1.228  -0.2342
C9 2.452 -0.479 -0.687  -0.0687
C10 -2.799 4.139 -1.116  -1.1056
C11 0.190 3.415 -0.902  -1.1104
C12 -1.318 2.856 -3.445  -1.1111
C13 1.696 -1.807 2.931  0.0566
C14 2.512 -1.159 1.760  0.0840
C15 1.138 -3.202 2.470  0.0878
C16 1.625 -1.046 0.461  -0.1061
Si1 -1.480 2.918 -1.597  1.6268
H1 3.444 0.965 0.200  0.4888
H2 3.087 -1.064 4.161  0.4893
H3 2.394 0.631 2.461  0.4738
H4 1.003 -3.788 4.303  0.4877
H5 -4.500 -0.759 -0.416  0.2122
H6 -2.675 -2.485 -0.357  0.2073
H7 -3.832 1.612 -0.618  0.2039
H8 0.114 0.503 -1.477  0.1999
H9 -0.601 -3.149 -1.270  0.2124
H10 0.459 -2.042 -2.049  0.2081
H11 -0.219 -3.990 0.947  0.2158
H12 -0.626 -2.399 1.507  0.1766
H13 3.377 -1.059 -0.799  0.1655
H14 1.959 -0.610 -1.652  0.1839
H15 -2.712 4.347 -0.079  0.2361
H16 -3.793 3.775 -1.269  0.2356
H17 -2.630 5.057 -1.666  0.2418
H18 0.420 4.432 -1.200  0.2317
H19 0.202 3.372 0.189  0.2308
H20 0.970 2.743 -1.269  0.2529
H21 -1.149 1.817 -3.706  0.2401
H22 -0.487 3.502 -3.732  0.2359
H23 -2.231 3.238 -3.857  0.2339
H24 0.835 -1.167 3.190  0.1589
H25 3.380 -1.782 1.488  0.1838
H26 1.993 -3.828 2.162  0.1623
H27 0.853 -0.322 0.636  0.1793

## Properties
**Energy relative to the best compared isomer or geometry (same formula, charge and spin)**: 0.000 eV
**HOMO energy**: -8.709 eV
**Structure (SMILES)**: C[Si](C)(C)c1cccc(CN2C[C@H](O)[C@@H](O)[C@H](O)[C@H]2CO)c1

=====

A structure of composition C16H28B2F16N2O16S4Zr at a distorted geometry, computed with ωB97M-V/def2-TZVPD.

Last column: Mulliken charge in e.
CARTESIAN COORDINATES (ANGSTROEM)
Zr1 1.702 0.760 -0.950  -0.1757
N1 2.021 2.530 -1.934  0.0497
S1 1.406 3.779 -2.726  0.7503
O1 1.408 3.690 -4.204  -0.5536
O2 1.296 5.093 -2.077  -0.5591
F1 -0.108 3.304 -2.462  -0.3077
S2 3.638 3.311 -2.194  0.7128
O3 3.959 4.233 -1.064  -0.4963
O4 4.297 3.467 -3.456  -0.5023
F2 4.435 1.976 -1.850  -0.2876
N2 2.467 -0.210 -2.530  0.1176
S3 1.842 -0.233 -4.246  0.7433
O5 1.002 -1.376 -4.690  -0.5885
O6 2.576 0.549 -5.227  -0.4883
F3 0.673 0.744 -3.914  -0.2466
S4 3.714 -0.999 -3.168  0.8836
O7 4.646 -0.239 -3.971  -0.5840
O8 3.555 -2.414 -3.419  -0.5848
F4 4.415 -0.989 -1.761  -0.2923
B1 3.140 0.852 0.708  2.8519
H1 2.175 0.454 0.980  -0.2431
H2 2.938 1.891 0.500  -0.3291
H3 3.923 0.788 1.448  -0.1222
H4 3.468 0.330 -0.178  -0.1993
B2 -0.298 -0.043 -0.811  1.3369
H5 0.274 -0.231 0.084  0.4038
H6 -0.312 1.004 -1.073  0.3355
H7 0.242 -0.437 -1.657  0.1595
H8 -1.304 -0.434 -0.808  -0.5745
C1 -0.854 -4.482 -1.962  -1.6072
C2 -0.101 -3.416 -1.225  0.9477
O9 1.100 -3.918 -0.648  -0.4357
C3 2.075 -3.046 -0.232  0.2214
O10 1.957 -1.829 -0.318  -0.7776
C4 3.322 -3.829 0.361  0.8081
F5 4.360 -2.953 0.421  -0.1687
F6 3.156 -4.233 1.681  -0.2422
F7 3.593 -4.843 -0.523  -0.2176
H9 -1.838 -4.192 -2.330  0.2617
H10 -1.004 -5.264 -1.218  0.4153
H11 -0.204 -4.871 -2.746  0.4454
H12 -0.660 -2.949 -0.414  0.0079
H13 0.001 -2.721 -2.059  -0.1210
C5 2.278 0.476 4.972  -1.3090
C6 1.053 1.334 4.572  0.7082
O11 -0.050 0.533 4.874  -0.3292
C7 -0.600 -0.318 3.896  0.2358
O12 -0.103 -0.542 2.825  -0.2924
C8 -1.959 -1.050 4.313  0.7930
F8 -1.897 -2.373 4.076  -0.2379
F9 -2.277 -0.810 5.551  -0.2551
F10 -2.955 -0.527 3.598  -0.2369
H14 2.409 -0.503 4.509  0.2846
H15 2.231 0.193 6.023  0.3736
H16 3.164 0.991 4.601  0.3977
H17 1.029 1.467 3.490  -0.5134
H18 1.252 2.257 5.116  0.3957
C9 -3.201 -2.674 0.291  -1.0006
C10 -3.843 -2.509 -1.066  -0.3581
O13 -4.771 -1.469 -0.780  -0.1455
C11 -5.753 -1.400 -1.680  0.3219
O14 -5.838 -2.100 -2.729  -0.5191
C12 -6.877 -0.335 -1.476  0.7263
F11 -7.462 0.117 -2.617  -0.2316
F12 -7.904 -0.792 -0.669  -0.2436
F13 -6.427 0.863 -0.946  -0.2315
H19 -2.534 -1.815 0.356  -0.1088
H20 -2.706 -3.641 0.380  0.5102
H21 -3.951 -2.695 1.082  0.4792
H22 -4.322 -3.487 -1.116  0.4779
H23 -3.202 -2.302 -1.922  0.3174
C13 -2.715 2.334 0.820  -1.1503
C14 -1.741 2.249 1.972  0.7594
O15 -0.868 3.334 2.067  -0.3518
C15 0.242 3.365 1.324  -0.1828
O16 0.629 2.501 0.580  -0.4759
C16 0.889 4.788 1.306  0.6721
F14 2.220 4.688 1.055  -0.1936
F15 0.315 5.584 0.345  -0.2305
F16 0.718 5.332 2.492  -0.2376
H24 -3.080 1.342 0.555  0.1216
H25 -2.407 2.742 -0.143  0.2580
H26 -3.639 2.809 1.150  0.4327
H27 -1.163 1.327 1.901  -0.7218
H28 -2.276 2.114 2.912  0.5445

## Properties
**HOMO energy**: -11.611 eV

=====

A cluster of 4 separate species, C16H28BN3O11PS in total at a distorted geometry, computed with ωB97M-V/def2-TZVPD.

Last column: natural (NBO) charge in e.
CARTESIAN COORDINATES (ANGSTROEM)
N1 -2.291 0.163 3.458  -1.0260
B1 -2.664 -1.067 4.088  0.8239
O1 -3.423 -2.028 3.414  -0.9098
P1 -2.114 -1.531 5.911  0.6198
C1 -0.229 -1.552 5.835  -0.6699
C2 0.138 -3.049 5.413  -0.5432
S1 1.671 -2.937 4.405  0.3177
C3 0.948 -3.100 2.760  0.3237
N2 -0.325 -2.795 2.575  -0.4067
N3 -0.664 -3.005 1.267  -0.2839
C4 0.455 -3.447 0.729  0.2926
O2 1.514 -3.540 1.595  -0.3913
H1 -2.033 -0.045 2.489  0.4209
H2 -1.502 0.607 3.935  0.4066
H3 -2.829 -2.543 2.832  0.5305
H4 -2.603 -0.633 6.893  0.0914
H5 -2.500 -2.879 6.170  0.0836
H6 0.090 -0.849 5.026  0.2849
H7 0.243 -1.296 6.808  0.2714
H8 -0.714 -3.482 4.839  0.2526
H9 0.262 -3.657 6.335  0.2552
H10 0.493 -3.693 -0.363  0.2467
C5 1.600 -7.874 -3.530  -0.6272
C6 1.436 -6.392 -3.777  0.0593
C7 2.155 -5.521 -2.784  -0.0957
O3 1.371 -4.322 -2.811  -0.5058
C8 0.103 -4.696 -3.168  0.9627
O4 -0.846 -3.984 -3.108  -0.5675
O5 0.076 -5.985 -3.591  -0.4833
H11 2.627 -8.190 -3.721  0.2275
H12 1.339 -8.132 -2.502  0.2155
H13 0.931 -8.443 -4.177  0.2375
H14 1.721 -6.149 -4.805  0.1908
H15 3.184 -5.316 -3.074  0.2119
H16 2.142 -5.918 -1.765  0.1784
C9 -0.020 4.915 -0.166  -0.6281
C10 -0.431 3.698 0.628  0.0618
C11 -1.540 3.947 1.611  -0.0955
O6 -1.289 2.942 2.601  -0.5037
C12 0.043 2.683 2.567  0.9754
O7 0.616 2.029 3.389  -0.6176
O8 0.629 3.258 1.493  -0.4764
H17 -0.810 5.217 -0.856  0.2124
H18 0.205 5.754 0.495  0.2208
H19 0.877 4.718 -0.729  0.2630
H20 -0.673 2.872 -0.050  0.1804
H21 -2.529 3.821 1.172  0.2080
H22 -1.486 4.926 2.093  0.1933
C13 0.073 6.703 -5.851  -0.6271
C14 0.849 5.895 -4.839  0.0599
C15 0.023 4.882 -4.098  -0.0944
O9 0.738 4.751 -2.865  -0.5084
C16 1.382 5.943 -2.661  0.9715
O10 1.925 6.258 -1.643  -0.5713
O11 1.322 6.722 -3.770  -0.4809
H23 -0.243 6.080 -6.689  0.2259
H24 -0.811 7.157 -5.398  0.2178
H25 0.684 7.522 -6.234  0.2369
H26 1.720 5.433 -5.314  0.1888
H27 -0.032 3.925 -4.615  0.2094
H28 -0.990 5.227 -3.873  0.1831

## Properties
**HOMO energy**: -12.238 eV
**Charge**: +1

=====

How do the records compare in HOMO-LUMO gap? In the order shown, they have 9.241, 9.186, 8.994, 9.108 eV.